{
  "formula": "C19H66N12O14",
  "method": "ωB97M-V/def2-TZVPD",
  "species": ["C", "C", "O", "H", "H", "H", "H", "H", "H", "C", "C", "O", "H", "H", "H", "H", "H", "H", "C", "C", "O", "H", "H", "H", "H", "H", "H", "C", "C", "O", "H", "H", "H", "H", "H", "H", "C", "C", "O", "H", "H", "H", "H", "H", "H", "C", "O", "N", "N", "H", "H", "H", "H", "C", "O", "N", "N", "H", "H", "H", "H", "C", "O", "N", "N", "H", "H", "H", "H", "C", "O", "N", "N", "H", "H", "H", "H", "C", "O", "N", "N", "H", "H", "H", "H", "C", "O", "N", "N", "H", "H", "H", "H", "C", "O", "H", "H", "H", "H", "C", "O", "H", "H", "H", "H", "C", "O", "H", "H", "H", "H"],
  "xyz": [[-1.41101, -5.72449, -1.42309], [-0.94801, -4.72249, -0.38709], [-1.88801, -4.74449, 0.64991], [-0.85301, -5.60049, -2.29109], [-2.49501, -5.42449, -1.67809], [-1.20201, -6.65949, -0.96909], [-0.80901, -3.73849, -0.73109], [0.01499, -5.03749, 0.00591], [-1.33601, -4.81149, 1.46991], [-1.03701, 4.44251, 0.11391], [-2.43801, 3.76751, -0.02609], [-3.42201, 4.74951, 0.23991], [-0.89901, 5.06451, 0.94491], [-0.97501, 5.17151, -0.71709], [-0.24901, 3.73051, -0.06509], [-2.55401, 3.11051, 0.80391], [-2.53901, 3.23251, -0.97509], [-4.25201, 4.28851, 0.20891], [4.38899, 0.32551, 1.40491], [5.02799, -0.29149, 0.19391], [3.96499, -0.46949, -0.74909], [5.04799, 0.32951, 2.26091], [3.52099, -0.26649, 1.78291], [4.12099, 1.34951, 1.29191], [5.60299, -1.18649, 0.40991], [5.65899, 0.41751, -0.13109], [3.56499, 0.38951, -0.94009], [-4.75801, 1.16551, -0.68209], [-4.16801, 0.10251, -1.58509], [-3.66401, 0.69051, -2.73409], [-5.30801, 0.82051, 0.25391], [-5.45001, 1.87851, -1.17509], [-3.97801, 1.74651, -0.19409], [-4.90401, -0.66349, -1.91209], [-3.35601, -0.32849, -0.98209], [-3.48201, -0.01949, -3.36609], [3.19999, -4.54849, 2.05991], [2.59199, -3.17849, 1.84991], [1.28799, -3.22249, 1.26291], [4.27699, -4.38649, 2.23491], [3.13199, -5.13149, 1.15891], [2.76099, -4.91549, 2.94291], [3.20199, -2.46449, 1.21791], [2.46899, -2.66249, 2.78091], [0.88199, -2.37249, 1.23791], [1.02499, -2.32949, -2.67309], [0.79899, -1.29749, -3.59509], [1.68099, -2.17349, -1.52009], [0.63599, -3.57349, -2.87809], [2.34699, -1.45249, -1.44009], [1.86499, -2.89849, -0.83009], [0.08199, -3.76349, -3.77809], [0.79499, -4.34449, -2.22209], [4.55999, 2.75751, -1.32609], [4.36299, 3.80651, -0.39209], [5.72199, 2.41851, -1.81209], [3.64899, 2.03951, -1.89609], [6.48999, 2.93551, -1.32509], [5.96799, 1.53951, -2.30209], [2.60699, 2.27351, -1.74209], [3.90999, 1.38351, -2.64009], [0.33299, 0.35951, 0.50991], [1.56599, 0.85951, 0.20791], [-0.43801, 0.92951, 1.37891], [-0.07601, -0.68649, -0.11209], [-0.07501, 1.79651, 1.71791], [-1.44601, 0.66051, 1.40091], [0.56499, -1.23249, -0.71609], [-1.06001, -0.92749, -0.17309], [-2.64901, -2.23349, -3.07909], [-1.83401, -1.85649, -1.96209], [-2.55301, -1.64049, -4.22709], [-3.59601, -3.12849, -3.02109], [-1.83901, -0.85849, -4.34109], [-3.02301, -1.88449, -5.10609], [-3.62601, -3.56149, -2.12609], [-4.50801, -2.83949, -3.31709], [-0.35001, 2.15651, -2.53109], [1.03099, 2.25051, -2.20909], [-1.07501, 1.09051, -2.29809], [-1.00301, 3.02351, -3.26009], [-0.74201, 0.29751, -1.76109], [-2.09801, 1.15151, -2.49409], [-0.47401, 3.92251, -3.19209], [-1.99501, 3.09851, -3.66509], [1.44399, 3.79351, 2.12691], [0.31299, 3.14551, 2.59191], [2.11399, 3.32851, 1.12991], [1.76599, 5.02051, 2.51691], [1.79699, 2.40551, 0.80791], [2.83699, 3.79551, 0.63791], [1.46699, 5.34751, 3.41991], [2.52099, 5.61751, 2.05791], [1.23099, -0.31649, 4.23791], [0.44599, -0.96349, 3.23791], [0.60199, 0.57251, 4.31391], [2.23799, -0.09849, 3.87091], [1.15399, -0.89449, 5.18991], [0.11399, -0.16749, 2.73591], [-2.67401, -1.44549, 2.00591], [-2.84501, -0.26349, 1.26391], [-2.81801, -1.29549, 3.02891], [-1.71601, -1.88949, 1.74891], [-3.51101, -2.13449, 1.70191], [-3.69601, -0.32449, 0.79091], [-2.67701, 2.15851, 3.74291], [-2.22501, 3.44651, 3.81091], [-3.54201, 2.14551, 4.37891], [-1.91801, 1.45451, 4.04291], [-2.95501, 1.89851, 2.72691], [-1.34201, 3.39251, 3.56191]],
  "forces_ev_per_a": [[-1.9, 2.2, 0.8], [0.5, -1.2, 0.0], [0.4, -0.1, 2.2], [1.0, -0.1, -1.8], [1.5, -1.2, 0.5], [-0.7, -1.2, -0.1], [-0.1, 1.3, -0.8], [0.3, -0.1, 0.0], [-1.1, 0.3, -0.8], [-1.5, -0.2, -3.1], [1.7, 1.1, 1.4], [0.0, 0.7, -0.9], [0.0, 0.2, 1.7], [0.0, -0.3, 0.0], [0.3, -0.3, 0.3], [0.3, -1.4, 0.5], [-0.1, 0.3, -0.1], [-0.7, 0.0, 0.1], [-0.3, -1.5, 2.1], [-3.2, -0.8, 1.3], [0.9, -1.5, -0.7], [0.7, 0.0, 0.3], [0.4, 0.6, -0.7], [-0.5, 0.7, -0.5], [-0.5, -0.5, -0.3], [2.7, 2.3, -1.6], [-0.1, 0.1, 0.5], [-1.4, 0.8, 1.3], [-0.9, -0.5, 1.5], [-0.2, 0.6, -1.4], [0.3, -0.3, -1.4], [0.4, -0.5, 0.0], [0.3, 0.1, -0.5], [0.2, 0.2, 0.7], [-0.2, -0.5, -0.7], [0.0, 0.3, 0.1], [1.0, 1.9, -0.8], [0.0, 1.9, -1.1], [0.5, -2.4, -0.5], [-0.3, -0.2, 0.1], [-0.4, -0.6, -0.1], [-0.5, -1.3, 0.8], [-0.1, -1.0, 0.4], [0.2, 0.2, 0.8], [-0.3, 1.4, 0.4], [-0.5, 4.7, -4.6], [1.1, -5.4, 4.7], [0.6, -0.1, 0.5], [-2.0, -2.1, -2.9], [0.9, 1.4, 0.0], [-0.4, -0.2, -0.4], [1.3, 0.4, 2.3], [0.0, 0.8, -0.6], [-1.7, 4.9, 3.8], [1.3, -5.1, -4.6], [5.8, 1.1, 0.9], [-4.9, -0.3, -0.1], [-0.7, -1.0, -1.0], [-0.6, 1.1, 0.7], [1.5, -0.7, -0.6], [-0.5, 0.7, 0.5], [6.7, 3.2, -1.9], [-4.4, -2.3, 1.7], [-2.3, -0.1, 0.9], [-1.3, -3.4, -1.7], [-0.1, 1.5, 0.9], [1.2, 0.6, 0.0], [-0.6, 0.8, 0.4], [0.2, 0.0, 0.3], [5.3, 2.8, 6.4], [-4.4, -2.4, -5.9], [2.1, 3.9, -3.2], [-1.7, -2.2, 1.1], [-0.8, -1.7, 0.5], [0.2, -0.4, 1.0], [-0.1, -0.4, 0.7], [-0.3, -0.1, -0.5], [6.4, -2.3, 1.5], [-7.4, 0.4, -1.8], [-1.0, -1.3, 0.9], [-0.3, 5.6, -1.9], [0.2, 0.3, -0.5], [1.3, -0.2, 0.4], [-1.0, -0.9, -0.7], [2.3, -0.8, 1.5], [-4.7, -1.8, 0.8], [4.6, 2.5, -0.8], [-0.8, -1.8, -0.1], [1.4, 3.0, 0.8], [0.4, -0.3, -0.5], [1.1, 0.4, -0.5], [-0.3, -0.1, -0.1], [-1.5, -1.8, 0.9], [-1.6, 0.0, 0.2], [-0.1, 0.0, -1.0], [1.1, 0.8, 1.1], [0.0, -0.1, 0.4], [0.5, 0.4, -0.7], [0.1, -1.4, 0.1], [-1.4, -1.9, -1.7], [-1.2, 0.5, -0.7], [0.3, 0.5, 1.8], [0.0, -0.1, 0.3], [1.0, 0.1, 0.2], [0.8, 0.3, 0.6], [-0.7, -0.4, -0.3], [-1.6, 1.5, 0.8], [-0.5, -0.7, 0.3], [0.2, -0.6, 0.5], [-0.4, -0.3, -0.4], [3.0, 0.6, -1.0]],
  "e_homo_ev": -8.425,
  "charge": 0,
  "spin_multiplicity": 1,
  "orbital_gap_ev": 8.2
}